Arrangement one

Formula: C17H11ClF3N2O4RuS
Source: OMol25
Level of theory: ωB97M-V with the def2-TZVPD basis set

Calculated values
frontier orbital gap (spin up / spin down) = 7.621 / 6.504 eV
LUMO level (spin up / spin down) = -0.0049 / -0.0458 Ha
molecular weight = 532.9 g mol⁻¹
<S²> = 0.756
HOMO energy (spin up / spin down) = -7.8 / -7.8 eV

ORCA input file:
```
! RIJCOSX wB97M-V def2-TZVPD def2/J DEFGRID3
* xyz 0 2
Ru 0.4928 0.7483 0.1705
C -4.9262 0.6132 1.6171
C -5.0965 0.5932 0.1637
C -4.3994 -0.0181 -0.7776
C -2.4357 -0.4843 0.4141
N -1.7322 1.8730 1.6873
C -4.0545 1.1462 2.4823
C -1.3355 -1.4680 0.5622
C -1.7434 -2.8813 0.5985
C -0.8756 -3.8367 0.2454
C 0.4147 -3.5237 -0.3410
C 0.8161 -2.2577 -0.5233
C 0.0243 -1.1383 -0.0146
H -5.7965 0.2310 2.1427
H -6.0015 1.0677 -0.2008
H -4.6670 -0.0245 -1.8215
H -4.3379 1.0916 3.5290
H -2.7549 -3.1184 0.9017
H -1.1702 -4.8764 0.3094
H 1.0181 -4.3425 -0.7121
H 1.7097 -2.0256 -1.0873
F 3.8984 4.0352 -1.9036
C 4.3810 2.8446 -2.2878
F 5.7017 3.0019 -2.4956
F 3.8266 2.5494 -3.4724
C 4.1185 1.7783 -1.2633
C 5.1551 1.1683 -0.5804
C 4.8869 0.2035 0.3847
C 3.5715 -0.1200 0.6477
N 2.5682 0.4472 -0.0212
C 2.8120 1.3809 -0.9630
S 1.2948 1.9635 -1.5921
H 6.1765 1.4499 -0.7973
H 5.6845 -0.2848 0.9241
H 3.2986 -0.8512 1.3980
O -3.2592 -0.7792 -0.5717
Cl -1.6845 1.2339 0.2409
O -2.9291 1.8887 2.4642
O -2.3875 1.8308 -0.9049
O -0.2624 -1.1096 1.4479
*
```



Arrangement two

Formula: C17H11ClF3N2O4RuS
Source: OMol25
Level of theory: ωB97M-V with the def2-TZVPD basis set

Calculated values
frontier orbital gap (spin up / spin down) = 6.813 / 7.020 eV
LUMO level (spin up / spin down) = -0.0337 / -0.0402 Ha
molecular weight = 532.9 g mol⁻¹
<S²> = 0.807
HOMO energy (spin up / spin down) = -7.7 / -8.1 eV

ORCA input file:
```
! RIJCOSX wB97M-V def2-TZVPD def2/J DEFGRID3
* xyz 0 2
Ru 0.4478 -0.9220 -0.4882
C 0.1434 3.8345 2.6695
C 1.2914 4.1404 1.8256
C 1.6449 3.9133 0.5735
C 0.1780 2.1762 -0.0702
N -0.3967 0.5072 1.9933
C -0.6352 2.8225 3.0706
C -0.8617 1.7769 -1.0178
C -1.4291 2.8084 -1.8819
C -1.9124 2.4944 -3.0952
C -1.6893 1.2011 -3.6896
C -1.0279 0.2278 -3.0403
C -0.6683 0.3276 -1.6345
H -0.1115 4.7111 3.2587
H 1.9880 4.8170 2.3111
H 2.5355 4.3454 0.1456
H -1.3487 3.0687 3.8481
H -1.4359 3.8285 -1.5196
H -2.3807 3.2626 -3.6971
H -1.9596 1.0640 -4.7291
H -0.6890 -0.6513 -3.5761
F 1.3019 -3.1159 2.8389
C 1.5077 -4.2170 2.1055
F 1.0215 -5.2575 2.8086
F 2.8358 -4.3957 2.0074
C 0.8499 -4.1187 0.7559
C -0.1748 -4.9648 0.4115
C -0.8619 -4.7824 -0.7916
C -0.5062 -3.7214 -1.5859
N 0.5333 -2.9176 -1.3062
C 1.2356 -3.1119 -0.1586
S 2.4728 -1.9078 0.0669
H -0.4645 -5.7536 1.0916
H -1.6786 -5.4294 -1.0744
H -1.0419 -3.4903 -2.4982
O 0.9836 3.1673 -0.3765
Cl 0.7468 0.8367 0.9592
O -0.8467 1.5045 2.8818
O 2.0984 1.2341 1.3049
O -1.6955 0.6870 -0.6975
*
```



Which structure is the least stable? The one labeled arrangement two.



Arrangement one

Formula: C22H30N3O5PW
Source: OMol25
Level of theory: ωB97M-V with the def2-TZVPD basis set

Calculated values
frontier orbital gap (spin up / spin down) = 6.633 / 6.444 eV
LUMO level (spin up / spin down) = -0.2814 / -0.2886 Ha
molecular weight = 631.3 g mol⁻¹
<S²> = 2.012
HOMO energy (spin up / spin down) = -14.3 / -14.3 eV

ORCA input file:
```
! RIJCOSX wB97M-V def2-TZVPD def2/J DEFGRID3
* xyz 2 3
W 0.0817 0.5572 -0.0932
C -1.0575 -0.7336 4.0224
C -0.9833 -0.3519 2.5938
N 0.0989 -0.1021 1.9452
N 1.3473 -0.2742 2.5147
C 2.2299 -0.2811 1.5738
O 1.7936 -0.1248 0.2731
C 3.6521 -0.4533 1.7772
C 4.1606 -0.4890 3.0802
C 5.5167 -0.6591 3.2736
C 6.3631 -0.7984 2.1785
C 5.8605 -0.7653 0.8838
C 4.5045 -0.5897 0.6778
C -2.1672 -0.3020 1.7080
C -3.4479 -0.5709 2.1267
C -4.4773 -0.5900 1.1860
C -4.1844 -0.3480 -0.1423
C -2.8763 -0.0762 -0.5067
N -1.8850 -0.0472 0.3994
H -0.0666 -0.7403 4.4640
H -1.5037 -1.7257 4.1214
H -1.6936 -0.0300 4.5639
H 3.4897 -0.3809 3.9210
H 5.9195 -0.6857 4.2764
H 7.4245 -0.9360 2.3369
H 6.5265 -0.8818 0.0404
H 4.1020 -0.5716 -0.3255
H -3.6371 -0.7747 3.1708
H -5.4925 -0.8022 1.4932
H -4.9538 -0.3666 -0.9006
H -2.6030 0.1351 -1.5315
C -1.6653 5.5586 -3.0498
C -2.0781 4.9928 -1.7101
C -1.3646 5.6358 -0.5401
C -3.5774 4.9618 -1.5278
O -1.7047 3.5026 -1.7336
P -0.3779 2.8162 -1.4550
O -0.4660 1.3172 -1.8947
O -0.1493 2.5193 0.0872
O 0.7770 3.6054 -2.0716
C 2.2800 3.3388 -2.0933
C 2.5014 1.9925 -2.7444
C 2.8166 4.4627 -2.9498
C 2.7940 3.4193 -0.6698
H -1.9732 6.6036 -3.0950
H -2.1536 5.0244 -3.8638
H -0.5858 5.5176 -3.1874
H -1.6808 6.6765 -0.4722
H -0.2815 5.6314 -0.6725
H -1.6197 5.1431 0.3986
H -3.9564 5.9834 -1.5380
H -3.8453 4.5063 -0.5746
H -4.0536 4.4120 -2.3384
H 2.0468 1.9665 -3.7345
H 2.0892 1.1589 -2.1723
H 3.5733 1.8318 -2.8545
H 2.4257 4.4040 -3.9647
H 3.9033 4.3872 -2.9933
H 2.5581 5.4305 -2.5218
H 2.2261 2.7910 0.0141
H 2.7355 4.4412 -0.2951
H 3.8382 3.1086 -0.6545
*
```



Arrangement two

Formula: C22H30N3O5PW
Source: OMol25
Level of theory: ωB97M-V with the def2-TZVPD basis set

Calculated values
frontier orbital gap (spin up / spin down) = 6.881 / 5.358 eV
LUMO level (spin up / spin down) = -0.2699 / -0.3282 Ha
molecular weight = 631.3 g mol⁻¹
<S²> = 2.028
HOMO energy (spin up / spin down) = -14.2 / -14.3 eV

ORCA input file:
```
! RIJCOSX wB97M-V def2-TZVPD def2/J DEFGRID3
* xyz 2 3
W -0.1226 0.5304 -1.4443
C 3.6127 1.5217 -2.1766
C 2.1429 1.3464 -2.2720
N 1.5695 0.1703 -2.4394
N 2.1151 -1.0477 -2.4599
C 1.1892 -1.8921 -2.0497
O 0.0262 -1.3630 -1.6608
C 1.3872 -3.3173 -1.9764
C 2.6654 -3.8654 -2.1391
C 2.8319 -5.2319 -2.0559
C 1.7342 -6.0553 -1.8251
C 0.4634 -5.5140 -1.6602
C 0.2853 -4.1475 -1.7238
C 1.1299 2.4115 -2.2806
C 1.3956 3.7598 -1.9898
C 0.4685 4.7236 -2.3148
C -0.7265 4.3546 -2.9474
C -0.9946 3.0240 -3.1433
N -0.1225 2.0505 -2.8009
H 4.0845 0.5427 -2.2089
H 3.9127 2.0360 -1.2622
H 3.9633 2.1138 -3.0253
H 3.5054 -3.2085 -2.3205
H 3.8146 -5.6685 -2.1684
H 1.8693 -7.1274 -1.7716
H -0.3827 -6.1636 -1.4836
H -0.6949 -3.7094 -1.5919
H 2.3506 4.0289 -1.5576
H 0.6735 5.7669 -2.1150
H -1.4354 5.1060 -3.2645
H -1.9217 2.6824 -3.5858
C -1.9026 -1.4541 3.9525
C -0.8415 -1.8592 2.9451
C 0.5060 -1.2228 3.2422
C -0.7383 -3.3663 2.8259
O -1.3036 -1.4344 1.5608
P -1.2545 -0.0595 0.9042
O -1.8750 -0.0807 -0.5065
O 0.2027 0.4297 0.5198
O -1.9220 1.0074 1.8183
C -1.9341 2.4695 1.5675
C -2.1192 2.7446 0.0747
C -3.1397 2.9705 2.3400
C -0.6370 3.0798 2.0868
H -1.6450 -1.8727 4.9241
H -2.8772 -1.8426 3.6569
H -1.9672 -0.3721 4.0489
H 0.8808 -1.6061 4.1894
H 0.4167 -0.1377 3.3288
H 1.2300 -1.4622 2.4626
H -0.4054 -3.7791 3.7770
H -0.0205 -3.6478 2.0548
H -1.7092 -3.7967 2.5831
H -3.0063 2.2455 -0.3108
H -1.2416 2.3795 -0.5014
H -2.2141 3.8158 -0.0933
H -4.0490 2.5099 1.9540
H -3.2237 4.0530 2.2554
H -3.0430 2.7105 3.3933
H 0.2186 2.7401 1.5081
H -0.4815 2.8136 3.1320
H -0.6932 4.1664 2.0208
*
```



Which structure is the least stable? The one labeled arrangement two.



Arrangement one

Formula: C3H2ClFOS
Source: OMol25
Level of theory: ωB97M-V with the def2-TZVPD basis set

Calculated values
frontier orbital gap = 7.263 eV
LUMO level = -0.0786 Ha
molecular weight = 140.6 g mol⁻¹
SMILES = O=CC(=S)[C@@H](F)Cl
HOMO energy = -9.4 eV

ORCA input file:
```
! RIJCOSX wB97M-V def2-TZVPD def2/J DEFGRID3
* xyz 0 1
O -0.3411 -0.8447 -2.3159
C 0.3459 -0.9262 -1.1742
C -0.3705 -0.1297 -0.2135
S -2.0529 0.0714 -0.2385
C 0.2890 0.2190 1.1778
F 0.6724 -0.9758 1.7717
Cl 1.5953 1.1617 0.4000
H 1.2859 -1.2939 -0.9491
H -0.4698 0.9630 1.8054
*
```



Arrangement two

Formula: C3H2ClFOS
Source: OMol25
Level of theory: ωB97M-V with the def2-TZVPD basis set

Calculated values
frontier orbital gap = 8.768 eV
LUMO level = -0.0125 Ha
molecular weight = 140.6 g mol⁻¹
SMILES = OC(=S)/C=C(\F)Cl
HOMO energy = -9.1 eV

ORCA input file:
```
! RIJCOSX wB97M-V def2-TZVPD def2/J DEFGRID3
* xyz 0 1
O -1.1443 -1.1106 2.1071
C -0.4969 -0.1608 1.4076
S 0.2797 1.0672 2.0366
C -0.2261 -0.6280 -0.0229
C 0.3091 0.1132 -0.9929
F 0.9734 1.2294 -0.9401
Cl 0.0383 -0.6935 -2.5951
H -1.4501 -1.9358 1.4545
H -0.7973 -1.4758 -0.6701
*
```



Which structure is the least stable? The one labeled arrangement one.



Arrangement one

Formula: C8H11N4S
Source: OMol25
Level of theory: ωB97M-V with the def2-TZVPD basis set

Calculated values
frontier orbital gap = 7.566 eV
LUMO level = -0.1702 Ha
molecular weight = 195.3 g mol⁻¹
SMILES = Cc1ncc(C)n2c(=S)[nH][n+](C)c12
HOMO energy = -12.2 eV

ORCA input file:
```
! RIJCOSX wB97M-V def2-TZVPD def2/J DEFGRID3
* xyz 1 1
C -1.5437 0.9095 -1.8231
C -1.1777 0.2792 -0.5256
N -2.1477 -0.0584 0.2800
C -1.9144 -0.6339 1.4540
C -0.6493 -0.9186 1.9332
C -0.4032 -1.5560 3.2405
N 0.3804 -0.5629 1.1087
C 1.7716 -0.7032 1.3091
S 2.6023 -1.3252 2.5559
N 2.3129 -0.1759 0.1739
N 1.3425 0.2441 -0.7052
C 1.6994 0.9076 -1.9264
C 0.1600 0.0238 -0.1141
H -1.3252 0.2423 -2.6554
H -1.0246 1.8520 -1.9750
H -2.6146 1.0924 -1.8121
H -2.7894 -0.8737 2.0382
H 0.1421 -2.4923 3.1211
H -1.3477 -1.7554 3.7375
H 0.2083 -0.9170 3.8774
H 3.2998 -0.1425 -0.0327
H 1.7588 1.9898 -1.7848
H 0.9734 0.6839 -2.7035
H 2.6741 0.5437 -2.2505
*
```



Arrangement two

Formula: C8H11N4S
Source: OMol25
Level of theory: ωB97M-V with the def2-TZVPD basis set

Calculated values
frontier orbital gap = 7.841 eV
LUMO level = -0.1413 Ha
molecular weight = 195.3 g mol⁻¹
HOMO energy = -11.7 eV

ORCA input file:
```
! RIJCOSX wB97M-V def2-TZVPD def2/J DEFGRID3
* xyz 1 1
C -4.2571 1.9657 -0.5497
C -3.0971 1.3100 -0.3588
C -4.7933 -0.0840 0.0899
C -0.4352 -0.4715 -0.3863
C -2.5254 -1.0145 0.0432
C 0.4113 -1.5903 -0.9473
C 1.1413 1.0077 0.4031
C 2.2295 0.0849 -0.3455
N -5.3179 1.0898 -0.2232
N -0.1733 0.6619 0.0558
N -3.4018 -0.0283 -0.0182
N 1.8532 -1.3804 -0.3500
S -2.5714 -2.4765 0.5728
H -4.3577 2.9593 -1.0923
H -2.0405 1.4853 -0.4058
H -5.2928 -0.9428 0.5377
H 0.1115 -2.5666 -0.3431
H 0.3527 -1.7250 -2.0341
H 1.1349 1.0637 1.5207
H 1.3253 2.0339 0.1776
H 2.2224 0.4695 -1.3455
H 3.2573 0.2180 0.1750
H 2.0752 -1.7963 0.6306
H 2.5084 -1.8824 -0.9368
*
```



Which structure is the least stable? The one labeled arrangement two.